Entry from the OMol25 dataset: 7 unconnected molecules or ions with the total composition C88H192F6O4P5 (wB97M-V/def2-TZVPD).

Values from the calculation:
Frontier orbital gap = 5.06 eV
HOMO energy = -10.0 eV
E_LUMO = -4.9262 eV
E_tot = -6074.1169 hartree
Total charge = +3

Bonds (Å) are listed after each position.
Atoms and positions in Å:
1 P -1.659 3.930 7.730  C17 1.819, C30 1.805, C51 1.800, C76 1.790
2 P 6.839 0.296 -5.249  C43 1.849, C56 1.899, C58 1.842, C60 1.898
3 P -5.895 -0.344 -1.914  C62 1.838, C66 1.773, C96 1.891, C103 1.843
4 P 2.186 -6.121 -1.696  C55 1.862, C64 1.874, C81 1.801, C93 1.821
5 P -0.166 3.369 -1.361  C35 1.879, C39 1.839, C77 1.832, C102 1.910
6 F -5.180 0.793 5.664  C63 1.367
7 F 0.415 -0.832 -2.252  C90 1.315
8 F -6.513 1.358 7.252  C63 1.368
9 F 0.250 -2.561 -1.098  C90 1.326
10 F -0.692 -2.487 -2.995  C90 1.356
11 F -6.663 -0.606 6.252  C63 1.336
12 O -4.046 0.308 8.686  C57 1.448
13 O -4.224 -1.604 7.381  C57 1.449, C87 1.479
14 O -2.248 0.005 -1.799  C91 1.450
15 O -1.433 -0.978 0.160  C91 1.457, C95 1.416
16 C 9.863 0.758 -9.752  C74 1.556, H125 1.090, H184 1.090, H283 1.090
17 C -1.355 2.332 6.917  P1 1.819, C88 1.579, H206 1.090, H251 1.090
18 C 6.011 2.536 -3.429  C45 1.534, C56 1.569, H127 1.090, H128 1.090
19 C 6.246 3.743 -1.233  C45 1.541, H104 1.090, H199 1.090, H202 1.090
20 C -8.803 -1.658 -0.246  C54 1.482, C92 1.495, H195 1.090, H210 1.090
21 C 6.300 -7.965 0.173  C67 1.543, H114 1.090, H122 1.090, H154 1.090
22 C -6.252 0.592 0.813  C37 1.545, C103 1.556, H119 1.090, H258 1.090
23 C 0.669 -6.112 0.730  C93 1.520, C101 1.547, H140 1.090, H295 1.090
24 C 2.947 -2.561 -5.146  C26 1.545, H153 1.090, H155 1.090, H178 1.090
25 C 0.536 -5.642 -3.947  C55 1.554, C82 1.616, H182 1.090, H261 1.090
26 C 2.903 -1.144 -4.532  C24 1.545, C34 1.545, H158 1.090, H165 1.090
27 C -0.601 1.228 4.755  C53 1.515, C88 1.547, H167 1.090, H292 1.090
28 C 8.415 0.596 -7.603  C58 1.587, C74 1.545, H160 1.090, H290 1.090
29 C 2.082 6.743 -2.788  C46 1.491, C98 1.554, H225 1.090, H285 1.090
30 C -2.448 3.473 9.288  P1 1.805, C75 1.526, H143 1.090, H172 1.090
31 C -4.412 1.156 -6.235  C84 1.498, H126 1.090, H200 1.090, H217 1.090
32 C -2.006 3.909 -6.442  C33 1.531, H144 1.090, H147 1.090, H168 1.090
33 C -1.103 3.138 -5.473  C32 1.531, C73 1.535, H111 1.090, H284 1.090
34 C 4.015 -0.193 -5.029  C26 1.545, C60 1.470, H203 1.090, H227 1.090
35 C 0.497 5.115 -1.571  P5 1.879, C98 1.491, H239 1.090, H268 1.090
36 C 3.522 -3.947 -0.346  C64 1.505, C72 1.593, H256 1.090, H293 1.090
37 C -6.055 0.335 2.324  C22 1.545, C65 1.537, H135 1.090, H151 1.090
38 C -4.112 4.088 6.329  C48 1.518, C51 1.606, H204 1.090, H265 1.090
39 C 0.808 1.978 -0.654  P5 1.839, C61 1.516, H162 1.090, H271 1.090
40 C -4.318 4.440 1.449  C49 1.518, H145 1.090, H245 1.090, H281 1.090
41 C 5.973 -3.406 -1.250  C72 1.545, H115 1.090, H132 1.090, H294 1.090
42 C -4.997 -3.345 -4.737  C47 1.536, C94 1.516, H107 1.090, H173 1.090
43 C 8.459 -0.252 -4.546  P2 1.849, C44 1.564, H109 1.090, H192 1.090
44 C 8.439 -0.266 -2.983  C43 1.564, C68 1.565, H223 1.090, H249 1.090
45 C 6.993 3.237 -2.483  C18 1.534, C19 1.541, H212 1.090, H240 1.090
46 C 1.962 7.736 -1.683  C29 1.491, H124 1.090, H129 1.090, H272 1.090
47 C -5.835 -2.244 -4.070  C42 1.536, C66 1.588, H197 1.090, H238 1.090
48 C -5.031 4.972 5.504  C38 1.518, C50 1.512, H136 1.090, H288 1.090
49 C -3.354 3.268 1.481  C40 1.518, C69 1.554, H148 1.090, H244 1.090
50 C -6.253 4.315 4.905  C48 1.512, H263 1.090, H264 1.090, H275 1.090
51 C -2.802 4.916 6.749  P1 1.800, C38 1.606, H231 1.090, H237 1.090
52 C 3.239 4.795 9.600  C79 1.551, H121 1.090, H213 1.090, H257 1.090
53 C 0.244 0.144 5.392  C27 1.515, H105 1.090, H229 1.090, H236 1.090
54 C -9.588 -2.829 0.213  C20 1.482, H118 1.090, H146 1.090, H228 1.090
55 C 1.828 -6.383 -3.504  P4 1.862, C25 1.554, H117 1.090, H233 1.090
56 C 6.684 2.132 -4.788  P2 1.899, C18 1.569, H187 1.090, H267 1.090
57 C -4.969 -0.467 7.883  O12 1.448, O13 1.449, C63 1.591, H259 1.090
58 C 6.974 0.181 -7.083  P2 1.842, C28 1.587, H108 1.090, H253 1.090
59 C -2.671 -2.770 5.981  C87 1.525, H188 1.090, H214 1.090, H291 1.090
60 C 5.341 -0.723 -4.681  P2 1.898, C34 1.470, H150 1.090, H209 1.090
61 C 2.159 1.673 -1.272  C39 1.516, C78 1.545, H215 1.090, H221 1.090
62 C -5.322 1.311 -2.473  P3 1.838, C89 1.555, H137 1.090, H216 1.090
63 C -5.813 0.288 6.766  F6 1.367, F8 1.368, F11 1.336, C57 1.591
64 C 2.795 -4.352 -1.599  P4 1.874, C36 1.505, H243 1.090, H280 1.090
65 C -6.456 -1.044 2.873  C37 1.537, H179 1.090, H242 1.090, H289 1.090
66 C -5.256 -1.825 -2.652  P3 1.773, C47 1.588, H106 1.090, H250 1.090
67 C 5.835 -7.980 -1.299  C21 1.543, C99 1.473, H205 1.090, H248 1.090
68 C 9.868 -0.469 -2.378  C44 1.565, C97 1.505, H230 1.090, H274 1.090
69 C -1.969 3.702 0.925  C49 1.554, C102 1.570, H186 1.090, H189 1.090
70 C 3.025 0.443 0.803  C78 1.516, H174 1.090, H176 1.090, H208 1.090
71 C -2.387 2.567 11.670  C75 1.501, C100 1.550, H181 1.090, H282 1.090
72 C 4.684 -2.883 -0.579  C36 1.593, C41 1.545, H211 1.090, H219 1.090
73 C -1.170 3.657 -4.031  C33 1.535, C77 1.488, H170 1.090, H218 1.090
74 C 8.442 0.565 -9.147  C16 1.556, C28 1.545, H110 1.090, H255 1.090
75 C -1.612 2.892 10.426  C30 1.526, C71 1.501, H163 1.090, H266 1.090
76 C -0.081 4.766 7.851  P1 1.790, C86 1.509, H166 1.090, H269 1.090
77 C -0.431 2.785 -3.077  P5 1.832, C73 1.488, H180 1.090, H232 1.090
78 C 2.840 0.409 -0.702  C61 1.545, C70 1.516, H159 1.090, H226 1.090
79 C 2.492 4.645 8.249  C52 1.551, C86 1.561, H164 1.090, H273 1.090
80 C -0.810 -6.080 2.902  C101 1.578, H130 1.090, H191 1.090, H252 1.090
81 C 3.469 -7.220 -1.073  P4 1.801, C99 1.500, H177 1.090, H277 1.090
82 C -0.716 -6.659 -4.037  C25 1.616, C85 1.584, H141 1.090, H201 1.090
83 C -1.457 -1.370 2.572  C95 1.514, H113 1.090, H234 1.090, H276 1.090
84 C -4.059 1.166 -4.778  C31 1.498, C89 1.531, H198 1.090, H262 1.090
85 C -2.084 -5.888 -4.247  C82 1.584, H185 1.090, H193 1.090, H279 1.090
86 C 1.086 3.984 8.403  C76 1.509, C79 1.561, H123 1.090, H222 1.090
87 C -3.072 -1.385 6.481  O13 1.479, C59 1.525, H152 1.090, H171 1.090
88 C -0.750 2.587 5.481  C17 1.579, C27 1.547, H190 1.090, H254 1.090
89 C -5.296 1.616 -3.997  C62 1.555, C84 1.531, H169 1.090, H286 1.090
90 C -0.448 -1.752 -1.882  F7 1.315, F9 1.326, F10 1.356, C91 1.514
91 C -1.718 -1.226 -1.247  O14 1.450, O15 1.457, C90 1.514, H207 1.090
92 C -8.580 -1.744 -1.721  C20 1.495, C96 1.565, H175 1.090, H246 1.090
93 C 0.647 -6.404 -0.762  P4 1.821, C23 1.520, H120 1.090, H142 1.090
94 C -4.999 -3.285 -6.252  C42 1.516, H149 1.090, H196 1.090, H270 1.090
95 C -1.757 -1.898 1.186  O15 1.416, C83 1.514, H112 1.090, H278 1.090
96 C -7.773 -0.458 -2.102  P3 1.891, C92 1.565, H134 1.090, H138 1.090
97 C 10.367 -1.889 -2.342  C68 1.505, H133 1.090, H235 1.090, H287 1.090
98 C 1.730 5.283 -2.393  C29 1.554, C35 1.491, H139 1.090, H161 1.090
99 C 4.835 -6.951 -1.631  C67 1.473, C81 1.500, H131 1.090, H241 1.090
100 C -2.990 3.826 12.345  C71 1.550, H156 1.090, H220 1.090, H260 1.090
101 C -0.717 -6.391 1.358  C23 1.547, C80 1.578, H116 1.090, H183 1.090
102 C -1.909 3.685 -0.644  P5 1.910, C69 1.570, H157 1.090, H194 1.090
103 C -5.581 -0.472 -0.102  P3 1.843, C22 1.556, H224 1.090, H247 1.090
104 H 6.685 4.652 -0.822  C19 1.090
105 H 0.443 -0.696 4.726  C53 1.090
106 H -4.193 -1.663 -2.827  C66 1.090
107 H -3.971 -3.165 -4.418  C42 1.090
108 H 6.908 -0.877 -7.336  C58 1.090
109 H 8.736 -1.121 -5.143  C43 1.090
110 H 8.050 -0.345 -9.603  C74 1.090
111 H -1.490 2.120 -5.508  C33 1.090
112 H -2.787 -2.249 1.116  C95 1.090
113 H -0.465 -0.945 2.725  C83 1.090
114 H 6.788 -7.041 0.484  C21 1.090
115 H 6.684 -2.595 -1.409  C41 1.090
116 H -1.378 -5.699 0.835  C101 1.090
117 H 1.848 -7.465 -3.637  C55 1.090
118 H -10.670 -2.781 0.094  C54 1.090
119 H -7.300 0.717 0.540  C22 1.090
120 H 0.401 -7.442 -0.984  C93 1.090
121 H 2.907 5.604 10.251  C52 1.090
122 H 7.042 -8.748 0.327  C21 1.090
123 H 1.285 3.074 7.836  C86 1.090
124 H 2.533 8.641 -1.893  C46 1.090
125 H 10.302 1.680 -9.373  C16 1.090
126 H -3.583 0.898 -6.893  C31 1.090
127 H 5.185 3.238 -3.550  C18 1.090
128 H 5.495 1.711 -2.939  C18 1.090
129 H 0.958 8.089 -1.446  C46 1.090
130 H -1.869 -6.294 3.051  C80 1.090
131 H 4.715 -6.994 -2.713  C99 1.090
132 H 6.423 -4.073 -0.514  C41 1.090
133 H 11.442 -1.985 -2.190  C97 1.090
134 H -7.862 -0.249 -3.168  C96 1.090
135 H -4.986 0.483 2.481  C37 1.090
136 H -5.337 5.845 6.080  C48 1.090
137 H -4.318 1.553 -2.125  C62 1.090
138 H -8.266 0.397 -1.641  C96 1.090
139 H 2.556 5.051 -1.720  C98 1.090
140 H 0.965 -5.068 0.830  C23 1.090
141 H -0.577 -7.276 -4.925  C82 1.090
142 H -0.005 -5.651 -1.205  C93 1.090
143 H -3.279 2.798 9.082  C30 1.090
144 H -1.685 4.944 -6.554  C32 1.090
145 H -5.348 4.100 1.348  C40 1.090
146 H -9.215 -3.729 -0.276  C54 1.090
147 H -1.907 3.378 -7.388  C32 1.090
148 H -3.729 2.414 0.917  C49 1.090
149 H -4.731 -2.307 -6.654  C94 1.090
150 H 5.479 -1.635 -5.262  C60 1.090
151 H -6.565 1.073 2.943  C37 1.090
152 H -2.222 -0.956 7.011  C87 1.090
153 H 3.166 -2.579 -6.214  C24 1.090
154 H 5.506 -8.058 0.915  C21 1.090
155 H 3.754 -3.142 -4.699  C24 1.090
156 H -3.625 4.501 11.772  C100 1.090
157 H -2.381 4.498 -1.197  C102 1.090
158 H 1.918 -0.686 -4.621  C26 1.090
159 H 2.384 -0.573 -0.831  C78 1.090
160 H 8.637 1.607 -7.260  C28 1.090
161 H 1.762 4.589 -3.232  C98 1.090
162 H 0.266 1.032 -0.645  C39 1.090
163 H -0.708 3.462 10.639  C75 1.090
164 H 2.405 5.667 7.881  C79 1.090
165 H 2.924 -1.109 -3.443  C26 1.090
166 H 0.159 5.077 6.834  C76 1.090
167 H -1.609 0.897 4.505  C27 1.090
168 H -3.062 3.919 -6.172  C32 1.090
169 H -5.441 2.692 -4.090  C89 1.090
170 H -2.199 3.852 -3.727  C73 1.090
171 H -3.189 -0.747 5.605  C87 1.090
172 H -2.840 4.380 9.747  C30 1.090
173 H -5.316 -4.339 -4.424  C42 1.090
174 H 2.044 0.533 1.269  C70 1.090
175 H -9.536 -1.845 -2.235  C92 1.090
176 H 3.638 1.293 1.100  C70 1.090
177 H 3.130 -8.226 -1.318  C81 1.090
178 H 2.030 -3.143 -5.054  C24 1.090
179 H -5.889 -1.926 2.577  C65 1.090
180 H -0.942 1.840 -2.895  C77 1.090
181 H -1.772 2.055 12.410  C71 1.090
182 H 0.210 -4.773 -3.377  C25 1.090
183 H -1.034 -7.428 1.252  C101 1.090
184 H 9.850 0.839 -10.839  C16 1.090
185 H -2.743 -6.579 -4.773  C85 1.090
186 H -1.724 4.671 1.360  C69 1.090
187 H 7.640 2.609 -5.001  C56 1.090
188 H -2.842 -3.606 6.659  C59 1.090
189 H -1.261 3.003 1.371  C69 1.090
190 H 0.199 3.114 5.377  C88 1.090
191 H -0.638 -5.017 3.070  C80 1.090
192 H 9.102 0.526 -4.957  C43 1.090
193 H -2.071 -5.122 -5.023  C85 1.090
194 H -2.451 2.804 -0.987  C102 1.090
195 H -9.318 -0.731 0.008  C20 1.090
196 H -5.949 -3.486 -6.747  C94 1.090
197 H -5.925 -1.317 -4.636  C47 1.090
198 H -3.728 0.196 -4.408  C84 1.090
199 H 6.238 2.892 -0.552  C19 1.090
200 H -4.766 2.145 -6.526  C31 1.090
201 H -0.625 -7.313 -3.169  C82 1.090
202 H 5.183 3.914 -1.404  C19 1.090
203 H 3.909 0.825 -4.654  C34 1.090
204 H -4.535 3.639 7.227  C38 1.090
205 H 6.730 -7.908 -1.918  C67 1.090
206 H -2.280 1.763 7.012  C17 1.090
207 H -2.529 -1.952 -1.317  C91 1.090
208 H 3.548 -0.454 1.134  C70 1.090
209 H 5.394 -0.919 -3.610  C60 1.090
210 H -7.834 -1.645 0.252  C20 1.090
211 H 4.985 -2.473 0.385  C72 1.090
212 H 7.736 2.543 -2.091  C45 1.090
213 H 4.304 4.894 9.389  C52 1.090
214 H -1.612 -2.689 5.736  C59 1.090
215 H 2.194 1.426 -2.333  C61 1.090
216 H -5.946 1.998 -1.901  C62 1.090
217 H -5.217 0.443 -6.415  C31 1.090
218 H -0.729 4.649 -3.936  C73 1.090
219 H 4.169 -2.121 -1.164  C72 1.090
220 H -2.198 4.463 12.741  C100 1.090
221 H 2.848 2.487 -1.045  C61 1.090
222 H 1.007 3.741 9.462  C86 1.090
223 H 7.710 -1.032 -2.717  C44 1.090
224 H -5.832 -1.488 0.204  C103 1.090
225 H 1.505 6.958 -3.688  C29 1.090
226 H 3.788 0.335 -1.233  C78 1.090
227 H 4.013 -0.111 -6.116  C34 1.090
228 H -9.562 -3.004 1.289  C54 1.090
229 H -0.193 -0.368 6.249  C53 1.090
230 H 9.945 -0.245 -1.314  C68 1.090
231 H -3.170 5.797 7.274  C51 1.090
232 H 0.523 2.683 -3.593  C77 1.090
233 H 2.647 -5.913 -4.048  C55 1.090
234 H -1.546 -2.186 3.289  C83 1.090
235 H 9.810 -2.599 -1.731  C97 1.090
236 H 1.184 0.541 5.776  C53 1.090
237 H -2.267 5.157 5.830  C51 1.090
238 H -6.868 -2.589 -4.027  C47 1.090
239 H -0.337 5.687 -1.978  C35 1.090
240 H 7.459 4.059 -3.028  C45 1.090
241 H 5.276 -5.976 -1.426  C99 1.090
242 H -7.502 -1.202 2.608  C65 1.090
243 H 3.403 -4.299 -2.502  C64 1.090
244 H -3.289 2.879 2.497  C49 1.090
245 H -4.291 5.234 2.196  C40 1.090
246 H -7.973 -2.624 -1.932  C92 1.090
247 H -4.507 -0.287 -0.099  C103 1.090
248 H 5.544 -8.993 -1.576  C67 1.090
249 H 8.013 0.627 -2.526  C44 1.090
250 H -5.423 -2.694 -2.015  C66 1.090
251 H -0.670 1.695 7.476  C17 1.090
252 H -0.298 -6.763 3.580  C80 1.090
253 H 6.154 0.698 -7.581  C58 1.090
254 H -1.439 3.166 4.866  C88 1.090
255 H 7.816 1.438 -9.328  C74 1.090
256 H 3.945 -4.836 0.123  C36 1.090
257 H 3.151 3.910 10.229  C52 1.090
258 H -5.794 1.563 0.626  C22 1.090
259 H -5.687 -1.023 8.487  C57 1.090
260 H -3.520 3.435 13.214  C100 1.090
261 H 0.730 -5.119 -4.884  C25 1.090
262 H -3.261 1.868 -4.536  C84 1.090
263 H -6.844 3.676 5.561  C50 1.090
264 H -6.034 3.656 4.065  C50 1.090
265 H -3.998 3.252 5.638  C38 1.090
266 H -1.200 1.981 9.993  C75 1.090
267 H 5.998 2.477 -5.561  C56 1.090
268 H 0.589 5.424 -0.530  C35 1.090
269 H -0.132 5.718 8.380  C76 1.090
270 H -4.329 -3.921 -6.830  C94 1.090
271 H 0.889 2.253 0.397  C39 1.090
272 H 2.438 7.506 -0.730  C46 1.090
273 H 3.218 4.114 7.632  C79 1.090
274 H 10.609 0.266 -2.693  C68 1.090
275 H -6.922 5.078 4.507  C50 1.090
276 H -2.140 -0.530 2.703  C83 1.090
277 H 3.396 -7.175 0.014  C81 1.090
278 H -1.192 -2.799 0.947  C95 1.090
279 H -2.667 -5.553 -3.389  C85 1.090
280 H 1.985 -3.633 -1.726  C64 1.090
281 H -4.212 5.031 0.539  C40 1.090
282 H -3.192 1.862 11.460  C71 1.090
283 H 10.531 -0.043 -9.437  C16 1.090
284 H -0.189 2.982 -6.045  C33 1.090
285 H 3.100 6.757 -3.175  C29 1.090
286 H -6.218 1.187 -4.390  C89 1.090
287 H 10.301 -2.244 -3.370  C97 1.090
288 H -4.410 5.490 4.772  C48 1.090
289 H -6.501 -1.004 3.961  C65 1.090
290 H 9.165 -0.080 -7.191  C28 1.090
291 H -3.323 -3.020 5.144  C59 1.090
292 H -0.235 1.465 3.755  C27 1.090
293 H 2.742 -3.512 0.278  C36 1.090
294 H 5.719 -3.889 -2.194  C41 1.090
295 H 1.263 -6.834 1.290  C23 1.090